{
  "formula": "C6H8IN3O",
  "method": "the ωB97M-V functional and the def2-TZVPD basis",
  "elements": ["C", "C", "C", "C", "C", "C", "N", "N", "N", "O", "I", "H", "H", "H", "H", "H", "H", "H", "H"],
  "coordinates": [[1.0723, -1.8491, 0.3817], [-0.3973, 1.8134, -0.6980], [1.4748, -0.6481, 0.0518], [-0.7936, 0.1605, 0.9562], [0.6908, -0.3376, -1.2620], [-0.4036, -1.3730, -1.1748], [0.2548, 1.0581, -1.5042], [-0.9035, 1.4321, 0.4749], [-1.1682, 0.0389, 2.1944], [-0.0064, -2.3208, -0.3793], [2.9044, 0.5635, 0.8330], [1.3263, -2.5343, 1.1215], [-0.5774, 2.7480, -1.1344], [1.4161, -0.6765, -2.1328], [-1.3726, -1.5396, -1.5908], [0.4370, 1.2478, -2.4928], [-1.3694, 2.1737, 0.9159], [-1.3861, -0.8085, 2.7940], [-1.1983, 0.8517, 2.6456]],
  "forces_ev_per_angstrom": [[-0.37, -1.37, -0.39], [-0.37, -1.13, -0.22], [-0.48, 1.13, -1.82], [-1.03, -2.28, -0.72], [0.78, -0.33, -0.35], [1.04, -0.27, 2.34], [1.47, -3.20, -1.15], [1.43, 0.78, -1.20], [0.08, -3.84, -1.31], [-0.01, 1.26, -0.51], [0.25, 0.07, 0.09], [0.67, -0.90, 1.14], [-0.62, 1.68, 0.18], [-1.34, 0.71, 1.36], [-0.32, 0.14, -0.93], [-0.23, 1.21, 0.60], [-0.94, 1.25, 1.36], [0.78, 1.07, -1.58], [-0.78, 4.01, 3.11]],
  "mulliken_charge": [-0.1672, -0.1135, -0.6551, 0.0987, 0.1536, -0.1318, -0.0199, -0.0356, -0.2660, -0.2018, 0.3921, 0.5555, 0.4426, 0.5099, 0.3862, 0.3350, 0.2512, 0.2944, 0.1718],
  "charge": 2,
  "gap_ev": [7.940, 7.939],
  "energy_ev": -20948.91586,
  "largest_force_ev_per_a": 5.1,
  "homo_energy_ev": [-16.9, -16.9],
  "lumo_ev": [-8.96, -8.96]
}